No. 1
C7H14B3ClO6 as an isolated structure, computed with ωB97M-V/def2-TZVPD.

Each line ends with the natural charge from an NBO analysis.
CARTESIAN COORDINATES (ANGSTROEM)
C1 2.580 0.196 -0.199  -0.655
C2 1.795 0.959 -1.325  -0.125
Cl1 3.045 1.540 -2.554  -0.179
C3 1.150 2.251 -0.724  -0.829
B1 -0.377 2.481 -1.068  1.176
O1 -0.989 3.712 -0.686  -0.900
B2 -1.855 3.330 0.338  0.978
O2 -2.812 2.370 -0.010  -0.892
B3 -2.212 1.292 -0.687  1.167
C4 -2.493 -0.219 -0.387  -0.925
C5 -1.744 -1.091 -1.405  0.471
O3 -0.711 -1.545 -1.177  -0.460
O4 -1.240 1.568 -1.672  -0.891
H1 2.878 0.869 0.614  0.189
H2 3.501 -0.177 -0.661  0.199
H3 1.955 -0.631 0.215  0.341
H4 1.037 0.322 -1.781  0.234
H5 1.203 2.172 0.377  0.266
H6 1.686 3.165 -1.015  0.251
H7 -1.748 3.758 1.439  -0.110
H8 -3.552 -0.518 -0.429  0.239
H9 -2.094 -0.504 0.608  0.311
H10 -2.241 -1.226 -2.402  0.056
O5 -1.044 -4.114 1.730  -1.018
C6 -0.240 -3.072 1.374  -0.024
C7 1.048 -2.956 2.275  -0.049
O6 1.837 -1.891 1.908  -1.030
H11 -0.711 -2.045 1.426  0.023
H12 0.149 -3.089 0.331  0.074
H13 1.530 -3.964 2.220  0.061
H14 0.668 -2.943 3.328  0.055

Output
**Net charge**: -2
**Multiplicity**: 1
**LUMO energy**: 0.153 Eh
**Kohn-Sham gap**: 2.12 eV

=====

No. 2
C7H14BCdN2O2 as an isolated structure, computed with ωB97M-V/def2-TZVPD.

Each line ends with the natural charge from an NBO analysis.
CARTESIAN COORDINATES (ANGSTROEM)
C1 -0.289 -1.335 1.446  -1.484
Cd1 0.340 -1.213 -0.636  0.325
N1 0.865 0.991 -1.343  -1.242
N2 -1.799 -1.473 -1.779  -1.212
H1 1.782 1.118 -1.791  0.379
H2 -0.178 1.479 2.003  -0.051
H3 0.214 -0.603 2.083  0.179
H4 -0.037 -2.341 1.821  0.197
H5 -1.373 -1.175 1.531  0.175
H6 -1.843 -1.916 -2.697  0.370
H7 -2.279 -0.572 -1.850  0.347
H8 -2.315 -2.055 -1.124  0.367
H9 0.159 1.285 -2.026  0.357
H10 0.823 1.641 -0.542  0.339
O1 1.547 2.961 1.589  -0.661
B1 1.000 1.699 1.903  0.853
O2 2.040 0.796 2.232  -0.633
C2 3.182 1.556 2.354  0.249
C3 4.287 1.281 3.146  -0.246
C4 4.953 2.367 3.732  -0.221
C5 4.647 3.682 3.375  -0.237
C6 3.617 3.942 2.470  -0.246
C7 2.871 2.884 1.985  0.229
H11 4.587 0.246 3.335  0.230
H12 5.721 2.172 4.475  0.210
H13 5.192 4.520 3.809  0.210
H14 3.328 4.937 2.179  0.218

Output
**Net charge**: -1
**Multiplicity**: 1
**LUMO energy (spin up / spin down)**: 0.103 / 0.103 Eh
**Kohn-Sham gap (spin up / spin down)**: 2.85 / 2.84 eV
**ΔE to the lowest compared entry with this formula, charge and spin**: 15.7 kcal/mol

=====

No. 3
C7H14BaOPS as an isolated structure, computed with ωB97M-V/def2-TZVPD.

Each line ends with the natural charge from an NBO analysis.
CARTESIAN COORDINATES (ANGSTROEM)
C1 -1.341 0.108 -1.691  -0.403
C2 -0.407 -0.625 -2.478  -0.365
C3 0.601 0.284 -2.941  -0.356
C4 0.270 1.591 -2.470  -0.358
C5 -0.893 1.487 -1.645  -0.416
Ba1 0.413 0.815 2.244  0.399
P1 -1.213 -1.708 1.884  -0.167
H1 -2.237 -0.300 -1.224  0.179
H2 -0.464 -1.692 -2.711  0.182
H3 1.449 0.028 -3.577  0.183
H4 -1.392 2.289 -1.101  0.184
H5 0.836 2.505 -2.655  0.185
H6 -0.767 -2.982 2.383  0.023
H7 -1.844 -2.190 0.689  0.024
H8 -2.417 -1.575 2.676  0.032
C6 3.206 2.005 2.974  -0.889
S1 3.419 0.197 2.760  1.088
C7 2.450 -0.379 4.209  -0.933
O1 2.466 -0.124 1.566  -1.115
H9 4.143 2.362 3.431  0.257
H10 2.366 2.273 3.648  0.253
H11 3.101 2.450 1.976  0.264
H12 1.686 0.362 4.530  0.227
H13 2.015 -1.360 3.959  0.261
H14 3.165 -0.485 5.035  0.259

Output
**Net charge**: -1
**Multiplicity**: 1
**LUMO energy**: 0.076 Eh
**Kohn-Sham gap**: 2.98 eV
**ΔE to the lowest compared entry with this formula, charge and spin**: 2.0 kcal/mol

=====

No. 4
A 7-piece molecular cluster, C7H14Cl14 overall, computed with ωB97M-V/def2-TZVPD.

Each line ends with the natural charge from an NBO analysis.
CARTESIAN COORDINATES (ANGSTROEM)
C1 3.033 3.526 3.481  -0.401
Cl1 4.614 4.321 3.288  -0.055
Cl2 3.138 1.900 2.803  -0.061
H1 2.745 3.482 4.531  0.221
H2 2.374 4.127 2.854  0.221
C2 0.263 -0.125 1.479  -0.450
Cl3 -0.999 -1.116 2.200  -0.075
Cl4 -0.443 1.262 0.684  -0.085
H3 0.997 0.193 2.220  0.223
H4 0.828 -0.741 0.779  0.216
C3 -1.427 3.811 -2.041  -0.368
Cl5 -3.086 3.944 -2.756  -0.058
Cl6 -0.368 2.732 -3.034  -0.029
H5 -0.974 4.803 -2.040  0.213
H6 -1.541 3.475 -1.010  0.221
C4 -3.573 -0.050 -1.148  -0.387
Cl7 -3.722 -1.559 -0.242  -0.027
Cl8 -4.980 1.015 -0.827  -0.053
H7 -2.612 0.448 -1.018  0.240
H8 -3.647 -0.336 -2.197  0.218
C5 0.116 -2.080 -3.270  -0.516
Cl9 0.012 -1.043 -4.705  -0.060
Cl10 -0.322 -1.310 -1.716  -0.134
H9 -0.613 -2.874 -3.435  0.212
H10 1.145 -2.434 -3.205  0.207
C6 4.071 -0.721 0.387  -0.580
Cl11 3.367 0.383 -0.781  -0.070
Cl12 5.759 -0.311 0.562  -0.080
H11 3.641 -0.536 1.371  0.192
H12 4.018 -1.736 -0.007  0.188
C7 -2.365 -4.427 1.218  -0.412
Cl13 -1.779 -6.068 1.648  -0.073
Cl14 -3.249 -3.725 2.616  -0.047
H13 -1.488 -3.809 1.025  0.230
H14 -2.934 -4.420 0.288  0.221

Output
**Net charge**: -1
**Multiplicity**: 2
**LUMO energy (spin up / spin down)**: 0.085 / 0.084 Eh
**Kohn-Sham gap (spin up / spin down)**: 2.00 / 10.42 eV
**ΔE to the lowest compared entry with this formula, charge and spin**: 0.0 kcal/mol
**⟨S²⟩**: 0.750

=====

No. 5
C7H14Cl2CoO as an isolated structure, computed with ωB97M-V/def2-TZVPD.

Each line ends with the natural charge from an NBO analysis.
CARTESIAN COORDINATES (ANGSTROEM)
Co1 0.108 1.520 1.479  1.190
Cl1 0.086 3.378 0.514  -0.704
Cl2 -0.452 1.133 3.486  -0.732
C1 1.503 -0.049 1.022  -0.753
H1 2.399 0.350 0.547  0.186
H2 1.665 -0.458 2.025  0.195
C2 -0.800 -0.095 0.406  -0.392
C3 0.548 -0.829 0.182  -0.308
H3 -1.449 -0.656 1.103  0.186
C4 0.999 -0.882 -1.266  -0.389
H4 0.420 -1.833 0.600  0.216
C5 0.795 0.490 -1.940  -0.405
H5 2.070 -1.154 -1.286  0.197
H6 0.411 -1.660 -1.783  0.182
C6 -0.661 0.974 -1.936  -0.406
H7 1.469 1.258 -1.519  0.212
H8 1.093 0.352 -2.988  0.186
C7 -1.513 0.574 -0.717  -0.466
H9 -0.644 2.064 -2.010  0.220
H10 -1.151 0.596 -2.846  0.182
H11 -2.000 1.483 -0.326  0.216
H12 -2.311 -0.092 -1.061  0.184
O1 -0.615 -2.446 2.637  -0.953
H13 -0.396 -1.655 3.163  0.493
H14 -1.573 -2.363 2.515  0.464

Output
**Net charge**: -1
**Multiplicity**: 5
**LUMO energy (spin up / spin down)**: 0.127 / 0.126 Eh
**Kohn-Sham gap (spin up / spin down)**: 6.41 / 7.70 eV
**⟨S²⟩**: 6.016

=====

No. 6
C7H14Cl2F13HfO6P2 as an isolated structure, computed with ωB97M-V/def2-TZVPD.

Each line ends with the Mulliken charge.
CARTESIAN COORDINATES (ANGSTROEM)
Hf1 4.304 5.177 -11.854  2.218
P1 6.858 4.564 -15.026  1.278
F1 7.685 5.881 -14.580  -0.255
F2 7.897 3.630 -14.207  -0.305
F3 5.861 4.760 -13.737  -0.122
F4 6.020 3.280 -15.444  -0.352
F5 5.736 5.446 -15.874  -0.372
F6 7.834 4.372 -16.355  -0.349
P2 5.911 5.203 -8.185  1.201
F7 5.211 5.079 -9.665  -0.073
F8 6.112 3.572 -8.369  -0.356
F9 7.302 5.374 -8.969  -0.263
F10 6.721 5.226 -6.761  -0.330
F11 5.639 6.819 -8.158  -0.325
F12 4.521 4.849 -7.324  -0.345
F13 6.278 6.349 -11.705  -0.137
C1 2.277 10.755 -12.678  -0.575
O1 2.488 9.411 -12.468  -0.288
C2 3.611 8.826 -11.857  0.625
O2 3.747 7.603 -11.649  -0.696
O3 4.570 9.814 -11.760  -0.294
C3 5.953 9.456 -11.375  -0.451
H1 2.253 11.201 -11.683  0.326
H2 1.267 10.866 -13.072  0.245
H3 3.006 11.214 -13.345  0.283
H4 6.433 8.995 -12.238  0.238
H5 5.967 8.738 -10.556  0.222
H6 6.487 10.369 -11.112  0.277
C4 6.766 -0.171 -11.257  -0.648
O4 5.996 1.025 -11.418  -0.383
C5 6.509 2.262 -11.394  0.826
O5 5.890 3.288 -11.616  -0.515
O6 7.822 2.132 -11.131  -0.364
C6 8.726 3.278 -10.915  -0.271
H7 7.683 -0.120 -11.843  0.310
H8 6.170 -1.049 -11.506  0.275
H9 7.050 -0.337 -10.218  0.309
H10 8.265 4.252 -11.079  -0.168
H11 9.594 3.095 -11.550  0.312
H12 8.931 3.301 -9.845  0.330
C7 9.124 7.460 -12.686  0.669
Cl1 9.528 8.512 -11.295  -0.182
Cl2 10.341 7.496 -13.937  -0.147
H13 8.794 6.454 -12.429  -0.329
H14 8.258 7.923 -13.160  -0.047

Output
**Net charge**: +1
**Multiplicity**: 1
**LUMO energy**: -0.337 Eh
**Kohn-Sham gap**: 3.52 eV

=====

No. 7
An isolated ion of composition C7H14ClN3O and charge +2, computed with ωB97M-V/def2-TZVPD.

Each line ends with the natural charge from an NBO analysis.
CARTESIAN COORDINATES (ANGSTROEM)
C1 0.841 1.224 -0.612  -0.256
C2 1.443 -0.060 -0.329  0.024
C3 -0.414 1.559 -0.271  0.049
C4 0.740 -1.160 0.053  0.157
C5 -1.171 0.577 0.578  0.092
C6 -0.750 -0.990 0.129  0.091
C7 -1.031 2.874 -0.585  -0.671
N1 -1.484 -1.809 1.127  -0.725
N2 2.911 -0.119 -0.516  -0.677
N3 1.242 -2.398 0.334  -0.779
O1 -2.542 0.607 0.632  -0.693
Cl1 -1.488 -1.401 -1.489  0.037
H1 1.436 1.950 -1.145  0.236
H2 -0.807 0.673 1.612  0.216
H3 -1.103 3.014 -1.664  0.262
H4 -0.417 3.689 -0.204  0.266
H5 -2.022 2.967 -0.148  0.243
H6 -2.354 -1.248 1.306  0.490
H7 -1.771 -2.727 0.765  0.464
H8 3.407 -0.217 0.383  0.460
H9 3.210 0.770 -0.943  0.470
H10 3.212 -0.882 -1.141  0.453
H11 0.626 -3.192 0.259  0.411
H12 2.189 -2.628 0.076  0.407
H13 -0.969 -1.922 2.013  0.461
H14 -2.933 0.849 -0.221  0.515

Output
**Net charge**: +2
**SMILES**: CC1=CC([NH3+])=C(N)[C@]([NH3+])(Cl)[C@@H]1O
**Multiplicity**: 1
**LUMO energy**: -0.266 Eh
**Kohn-Sham gap**: 8.43 eV
**ΔE to the lowest compared entry with this formula, charge and spin**: 0.0 kcal/mol

=====

No. 8
A 2-piece molecular cluster, C7H14F3N overall, computed with ωB97M-V/def2-TZVPD.

Each line ends with the natural charge from an NBO analysis.
CARTESIAN COORDINATES (ANGSTROEM)
C1 0.886 -0.080 -1.845  -0.600
C2 0.859 2.286 -1.099  -0.587
C3 -1.105 -2.546 -0.375  -0.677
C4 0.461 0.877 -0.826  -0.273
C5 0.943 0.476 0.532  -0.390
C6 -0.858 -1.848 0.999  0.114
C7 0.478 1.099 1.663  0.911
N1 -1.914 -1.193 1.472  -0.759
F1 -0.818 1.508 1.657  -0.356
F2 0.487 0.287 2.860  -0.402
F3 1.184 2.168 2.127  -0.348
H1 0.182 0.035 -2.720  0.202
H2 0.854 -1.068 -1.559  0.212
H3 1.801 0.346 -2.263  0.215
H4 2.034 2.429 -1.041  0.197
H5 0.538 2.692 -2.058  0.205
H6 0.398 2.801 -0.325  0.210
H7 -1.904 -3.235 -0.284  0.227
H8 -0.085 -2.998 -0.594  0.233
H9 -1.432 -1.823 -1.130  0.221
H10 -0.615 0.933 -0.579  0.195
H11 1.943 0.042 0.709  0.219
H12 -0.011 -1.992 1.696  0.236
H13 -2.496 -0.642 0.731  0.380
H14 -1.810 -0.555 2.252  0.412

Output
**Multiplicity**: 1
**LUMO energy (spin up / spin down)**: 0.021 / -0.017 Eh
**Kohn-Sham gap (spin up / spin down)**: 8.50 / 6.03 eV
**ΔE to the lowest compared entry with this formula, charge and spin**: 66.4 kcal/mol

=====

No. 9
The molecule C7H14F3O3PS, computed with ωB97M-V/def2-TZVPD.

Each line ends with the natural charge from an NBO analysis.
CARTESIAN COORDINATES (ANGSTROEM)
O1 2.614 3.524 1.231  -0.942
S1 2.898 3.227 -0.147  2.366
O2 3.990 3.870 -0.813  -0.917
O3 1.556 3.502 -0.977  -0.896
C1 3.032 1.471 -0.353  -0.674
C2 1.697 0.727 -0.225  -0.412
C3 1.944 -0.784 -0.110  -0.397
C4 0.726 -1.662 0.280  -0.688
P1 -0.840 -0.763 0.701  0.559
C5 -2.030 -2.157 0.407  -0.687
C6 -3.349 -1.721 -0.244  -0.489
C7 -4.138 -0.687 0.532  0.974
F1 -5.452 -0.830 0.330  -0.327
F2 -3.830 0.567 0.171  -0.329
F3 -3.941 -0.760 1.851  -0.325
H1 1.066 4.209 -0.518  0.516
H2 3.692 1.183 0.473  0.250
H3 3.535 1.287 -1.304  0.248
H4 1.100 0.939 -1.115  0.221
H5 1.171 1.113 0.656  0.229
H6 2.757 -0.955 0.604  0.204
H7 2.316 -1.131 -1.082  0.207
H8 0.970 -2.237 1.182  0.227
H9 0.523 -2.401 -0.502  0.214
H10 -1.037 -0.138 -0.552  -0.058
H11 -1.580 -2.915 -0.241  0.224
H12 -2.237 -2.615 1.379  0.234
H13 -3.139 -1.285 -1.226  0.232
H14 -4.013 -2.579 -0.387  0.238

Output
**SMILES**: O=S(=O)(O)CCCCPCCC(F)(F)F
**Multiplicity**: 1
**LUMO energy**: 0.021 Eh
**Kohn-Sham gap**: 9.86 eV

=====

No. 10
A 2-piece molecular cluster, C7H14FN3O5P overall, computed with ωB97M-V/def2-TZVPD.

Each line ends with the natural charge from an NBO analysis.
CARTESIAN COORDINATES (ANGSTROEM)
N1 -2.069 -2.810 0.398  -1.292
P1 -1.608 -1.477 1.031  2.206
O1 -2.529 -0.261 0.594  -0.970
O2 -1.771 -1.487 2.623  -0.990
C1 0.109 -1.002 0.629  -0.635
C2 1.075 -2.196 0.464  -0.242
N2 2.064 -2.043 1.544  -0.393
C3 1.987 -0.930 2.160  0.285
C4 0.819 -0.152 1.735  -0.141
N3 0.950 1.284 1.499  -0.801
H1 -1.375 -3.269 -0.173  0.375
H2 -3.106 0.000 1.325  0.526
H3 -1.542 -2.373 2.923  0.525
H4 0.130 -0.403 -0.275  0.290
H5 0.670 -3.193 0.354  0.259
H6 1.642 -2.013 -0.451  0.245
H7 2.727 -2.792 1.704  0.456
H8 2.691 -0.638 2.925  0.255
H9 0.180 -0.253 2.632  0.270
H10 1.874 1.620 1.737  0.380
H11 0.305 1.785 2.093  0.390
C5 -1.156 1.768 -2.546  -0.134
C6 0.348 1.651 -2.452  0.440
O3 0.791 2.682 -3.296  -0.493
C7 -0.180 3.656 -3.309  0.964
O4 -0.027 4.751 -3.707  -0.521
O5 -1.329 3.167 -2.771  -0.480
F1 0.804 0.450 -2.913  -0.339
H12 -1.559 1.210 -3.392  0.212
H13 -1.667 1.458 -1.636  0.206
H14 0.752 1.808 -1.448  0.147

Output
**Net charge**: +1
**Multiplicity**: 1
**LUMO energy**: -0.190 Eh
**Kohn-Sham gap**: 7.79 eV
**ΔE to the lowest compared entry with this formula, charge and spin**: 0.0 kcal/mol

=====

No. 11
A 2-piece molecular cluster, C7H14FNOP overall, computed with ωB97M-V/def2-TZVPD.

Each line ends with the natural charge from an NBO analysis.
CARTESIAN COORDINATES (ANGSTROEM)
C1 0.961 2.886 0.861  -0.644
C2 0.338 1.483 0.832  -0.063
O1 -0.815 1.376 0.061  -0.844
P1 -2.358 1.914 0.722  1.035
F1 -2.820 0.250 0.908  -0.691
H1 2.053 2.833 0.844  0.181
H2 0.646 3.461 1.736  0.196
H3 0.614 3.434 -0.021  0.212
H4 0.155 1.138 1.861  0.159
H5 1.062 0.786 0.398  0.163
H6 -2.833 1.847 -0.625  -0.152
H7 -3.653 2.309 1.243  -0.182
H8 -1.799 1.835 2.051  -0.173
H9 -1.999 3.318 0.597  -0.187
N1 0.985 -1.839 0.339  -0.418
C3 -0.022 -1.668 -0.511  0.047
C4 -0.093 -2.339 -1.728  -0.261
C5 0.920 -3.218 -2.071  -0.186
C6 1.973 -3.397 -1.186  -0.285
C7 1.956 -2.683 0.001  0.026
H10 -0.785 -0.950 -0.217  0.265
H11 -0.933 -2.165 -2.387  0.217
H12 0.892 -3.754 -3.012  0.202
H13 2.791 -4.070 -1.411  0.203
H14 2.766 -2.788 0.718  0.178

Output
**Net charge**: -1
**Multiplicity**: 1
**LUMO energy**: 0.116 Eh
**Kohn-Sham gap**: 7.48 eV

=====

No. 12
A 2-piece molecular cluster, C7H14N overall, computed with ωB97M-V/def2-TZVPD.

Each line ends with the natural charge from an NBO analysis.
CARTESIAN COORDINATES (ANGSTROEM)
C1 -1.964 -1.084 0.341  -0.014
C2 -2.030 -0.136 1.246  -0.046
C3 1.239 -0.120 1.516  -0.760
C4 1.427 -1.448 -0.617  -0.757
C5 1.417 1.126 -0.864  -0.687
C6 -2.094 1.140 -0.811  -0.440
C7 1.324 -0.108 0.034  0.564
N1 -1.367 0.174 -0.034  -0.438
H1 -1.815 -1.968 -0.088  0.227
H2 -2.191 0.129 2.276  0.262
H3 1.939 -0.879 1.910  0.278
H4 1.258 0.657 2.253  0.272
H5 0.307 -0.701 1.663  0.294
H6 1.369 -2.461 -0.116  0.271
H7 2.493 -1.453 -0.907  0.298
H8 0.909 -1.483 -1.532  0.264
H9 0.722 1.845 -0.521  0.265
H10 2.441 1.569 -0.638  0.274
H11 1.351 0.976 -1.840  0.237
H12 -2.177 0.895 -1.949  0.213
H13 -3.098 1.299 -0.396  0.214
H14 -1.459 2.032 -0.924  0.208

Output
**Net charge**: +1
**Multiplicity**: 1
**LUMO energy**: -0.185 Eh
**Kohn-Sham gap**: 7.45 eV
**ΔE to the lowest compared entry with this formula, charge and spin**: 129.6 kcal/mol

=====

no.,total energy (eV)
1,-34324.1097
2,-19801.1175
3,-30345.5485
4,-182799.4319
5,-72206.5838
6,-100025.9083
7,-26509.2200
8,-17125.0598
9,-41905.1176
10,-34194.1296
11,-23029.8802
12,-8963.4597